Record 1
{
  "formula": "C3H3IO2",
  "method": "ωB97M-V/def2-TZVPD",
  "elements": ["C", "C", "C", "O", "O", "I", "H", "H", "H"],
  "xyz": [[1.188, 0.786, 1.350], [0.489, -0.171, -0.339], [-0.117, 0.942, 0.565], [1.645, 1.477, 2.212], [1.573, -0.318, 0.592], [-0.424, 2.874, -0.139], [0.018, -1.196, -0.320], [0.767, 0.086, -1.379], [-0.956, 0.898, 1.173]],
  "mulliken_charge": [0.534, -0.225, -0.407, -0.498, -0.327, 0.113, 0.210, 0.250, 0.350],
  "lumo_ev": 0.22,
  "orbital_gap_ev": 10.07,
  "e_above_lowest_kcal_mol": 12.6,
  "smiles": "O=C1OC[C@@H]1I"
}



Record 2
{
  "formula": "C4H8N2O",
  "method": "ωB97M-V/def2-TZVPD",
  "elements": ["O", "C", "N", "C", "C", "C", "N", "H", "H", "H", "H", "H", "H", "H", "H"],
  "xyz": [[2.552, -0.758, 0.375], [1.513, -0.316, -0.081], [0.562, -1.090, -0.758], [-0.786, -1.114, -0.174], [-1.093, 0.236, 0.493], [-0.255, 1.339, -0.159], [1.155, 1.008, -0.030], [0.942, -2.014, -0.915], [-1.512, -1.335, -0.963], [-0.854, -1.921, 0.570], [-0.849, 0.193, 1.562], [-2.160, 0.463, 0.410], [-0.431, 2.304, 0.324], [-0.531, 1.436, -1.217], [1.748, 1.569, 0.563]],
  "mulliken_charge": [-0.642, 0.272, -0.297, -0.522, -0.582, -0.556, -0.137, 0.290, 0.358, 0.264, 0.287, 0.349, 0.396, 0.246, 0.272],
  "lumo_ev": 0.89,
  "orbital_gap_ev": 10.22,
  "e_above_lowest_kcal_mol": 6.9,
  "smiles": "O=C1NCCCN1"
}



Record 3
{
  "formula": "CH6N3S",
  "method": "ωB97M-V/def2-TZVPD",
  "elements": ["N", "C", "N", "N", "H", "H", "H", "H", "H", "S", "H"],
  "xyz": [[0.543, 1.696, -0.856], [0.058, 0.655, -0.030], [0.814, -0.439, 0.110], [-1.091, 0.750, 0.576], [0.014, 2.527, -0.626], [1.513, 1.868, -0.611], [1.573, -0.488, -0.557], [0.201, -1.327, 0.321], [-1.919, 0.926, 0.032], [-0.738, -2.859, 0.204], [-0.968, -3.307, 1.438]],
  "mulliken_charge": [-0.569, 0.482, -0.412, -0.677, 0.311, 0.250, 0.225, 0.297, 0.204, -0.308, 0.198],
  "s_squared": 0.754,
  "lumo_ev": [0.88, -2.93],
  "orbital_gap_ev": [9.24, 5.06],
  "e_above_lowest_kcal_mol": 28.2,
  "multiplicity": 2
}



Record 4
{
  "formula": "C46H48ClFIN9O15S",
  "method": "ωB97M-V/def2-TZVPD",
  "elements": ["C", "C", "I", "C", "C", "S", "C", "O", "O", "C", "C", "C", "O", "Cl", "C", "C", "C", "C", "C", "N", "C", "N", "N", "C", "O", "N", "C", "O", "F", "H", "H", "H", "H", "H", "H", "H", "H", "H", "H", "H", "H", "H", "H", "H", "H", "H", "H", "H", "H", "H", "H", "H", "C", "C", "C", "C", "C", "C", "N", "O", "O", "H", "H", "H", "H", "H", "C", "C", "C", "C", "C", "C", "N", "O", "O", "H", "H", "H", "H", "H", "C", "C", "C", "C", "C", "C", "N", "O", "O", "H", "H", "H", "H", "H", "C", "C", "C", "C", "C", "C", "N", "O", "O", "H", "H", "H", "H", "H", "C", "C", "C", "C", "C", "C", "N", "O", "O", "H", "H", "H", "H", "H"],
  "xyz": [[-5.944, 2.002, 2.233], [-4.480, 2.138, 1.524], [-3.189, 3.095, 2.997], [-3.995, 0.626, 1.124], [-3.489, 0.553, -0.399], [-2.187, 1.875, -0.456], [-4.810, 0.856, -1.312], [-5.130, 1.877, -1.943], [-5.488, -0.423, -1.225], [-4.642, -1.563, -0.875], [-4.922, -2.979, -1.582], [-5.681, -4.038, -0.631], [-6.708, -4.606, -1.081], [-5.145, -4.483, 1.059], [-3.159, -0.901, -1.044], [-2.265, -1.872, -0.122], [-0.914, -2.414, -0.800], [0.358, -1.429, -0.538], [0.726, -1.403, 1.031], [2.141, -0.998, 1.321], [2.048, -0.044, 2.487], [2.502, 1.178, 2.298], [1.453, -0.472, 3.775], [-2.780, -0.737, -2.603], [-3.608, -0.956, -3.539], [-1.415, -0.277, -3.068], [-1.521, 0.858, -3.987], [-0.499, 1.145, -4.668], [-2.651, 1.691, -4.136], [-6.658, 1.334, 1.617], [-5.843, 1.485, 3.263], [-6.471, 3.010, 2.347], [-4.649, 2.800, 0.609], [-3.092, 0.405, 1.811], [-4.880, -0.050, 1.373], [-1.136, 1.517, -1.288], [-4.759, -1.838, 0.245], [-3.979, -3.396, -2.071], [-5.667, -2.765, -2.442], [-2.837, -2.806, 0.255], [-2.002, -1.278, 0.834], [-0.643, -3.395, -0.249], [-1.004, -2.689, -1.906], [1.279, -1.857, -1.091], [0.161, -0.401, -0.994], [0.002, -0.663, 1.545], [0.438, -2.442, 1.453], [2.600, -1.872, 1.652], [2.845, 1.198, 1.313], [1.197, -1.473, 3.739], [0.573, 0.084, 3.842], [-1.039, -1.062, -3.646], [2.180, -0.031, -6.959], [1.506, -0.567, -5.865], [2.152, -1.463, -5.020], [3.476, -1.814, -5.278], [4.154, -1.288, -6.377], [3.499, -0.394, -7.218], [4.167, -2.738, -4.376], [3.534, -3.195, -3.433], [5.338, -2.999, -4.614], [1.674, 0.673, -7.614], [0.478, -0.282, -5.669], [1.617, -1.873, -4.171], [5.183, -1.559, -6.587], [4.018, 0.025, -8.074], [-5.123, 3.046, -6.011], [-6.167, 3.759, -6.592], [-6.014, 4.309, -7.861], [-4.810, 4.133, -8.542], [-3.759, 3.426, -7.962], [-3.920, 2.882, -6.692], [-4.653, 4.688, -9.888], [-5.591, 5.318, -10.358], [-3.596, 4.486, -10.469], [-5.248, 2.613, -5.022], [-7.102, 3.885, -6.056], [-6.835, 4.863, -8.303], [-2.817, 3.288, -8.483], [-3.109, 2.328, -6.233], [5.664, 0.454, 8.269], [4.927, 0.052, 7.159], [3.570, 0.345, 7.079], [2.961, 1.047, 8.118], [3.691, 1.446, 9.236], [5.047, 1.146, 9.308], [1.538, 1.380, 8.027], [0.927, 0.996, 7.040], [1.043, 2.026, 8.940], [6.724, 0.229, 8.325], [5.413, -0.488, 6.353], [3.007, 0.026, 6.208], [3.223, 1.989, 10.051], [5.625, 1.455, 10.173], [5.180, -7.812, -5.936], [5.447, -6.691, -5.155], [6.537, -6.687, -4.290], [7.355, -7.813, -4.218], [7.088, -8.942, -4.991], [5.995, -8.937, -5.852], [8.518, -7.806, -3.327], [8.711, -6.806, -2.650], [9.233, -8.799, -3.314], [4.332, -7.808, -6.614], [4.808, -5.817, -5.224], [6.734, -5.807, -3.688], [7.717, -9.824, -4.937], [5.780, -9.809, -6.460], [-1.532, 6.407, 9.158], [-1.234, 7.529, 9.928], [-0.121, 7.526, 10.761], [0.692, 6.394, 10.812], [0.394, 5.266, 10.050], [-0.723, 5.277, 9.222], [1.880, 6.394, 11.669], [2.099, 7.395, 12.338], [2.587, 5.396, 11.664], [-2.399, 6.415, 8.504], [-1.869, 8.407, 9.875], [0.101, 8.405, 11.355], [1.018, 4.379, 10.088], [-0.961, 4.404, 8.622]],
  "mulliken_charge": [-1.149, -0.404, 0.094, -0.840, 0.540, -0.075, 0.383, -0.583, -0.397, -0.324, -0.555, 0.390, -0.477, -0.167, 1.610, 0.077, -1.119, 0.058, -0.280, -0.423, 0.385, -0.675, -0.452, -0.848, -0.558, 0.357, 0.294, -0.572, -0.092, 0.288, 0.369, 0.371, 0.523, 0.441, 0.136, 0.125, 0.163, 0.349, 0.354, 0.043, -0.088, 0.560, 0.313, 0.158, -0.090, 0.118, 0.241, 0.297, 0.310, 0.269, 0.230, 0.314, -0.648, 0.076, -0.186, -0.071, -0.398, -0.460, 1.021, -0.592, -0.594, 0.411, 0.200, 0.465, 0.454, 0.370, -0.304, -0.568, -0.360, -0.085, -0.487, -0.154, 0.999, -0.602, -0.599, 0.487, 0.385, 0.438, 0.442, 0.380, -0.352, -0.504, -0.211, -0.037, -0.229, -0.546, 0.993, -0.595, -0.632, 0.370, 0.375, 0.529, 0.436, 0.381, -0.502, -0.227, -0.402, 0.085, -0.393, -0.376, 0.992, -0.595, -0.598, 0.368, 0.348, 0.498, 0.430, 0.367, -0.393, -0.417, -0.346, -0.019, -0.322, -0.474, 1.001, -0.600, -0.597, 0.368, 0.366, 0.429, 0.585, 0.434],
  "lumo_ev": -1.22,
  "orbital_gap_ev": 8.56,
  "smiles": "[H]/N=C(/N)NCCCC[C@@]1(C(=O)NC(=O)F)[C@H](CC(=O)Cl)OC(=O)[C@@]1(S)C[C@@H](C)I.O=[N+]([O-])c1ccccc1.O=[N+]([O-])c1ccccc1.O=[N+]([O-])c1ccccc1.O=[N+]([O-])c1ccccc1.O=[N+]([O-])c1ccccc1"
}